[1]
Below is a 8-piece molecular cluster, C23H39NO17S2 overall in a non-equilibrium geometry, with properties calculated with wB97M-V/def2-TZVPD.

Each line ends with the Mulliken charge.
Geometry (Å):
C (-2.90310, 0.10034, 3.04637)  0.290
C (-2.33514, 1.42175, 2.51202)  0.175
O (-3.51519, 2.23946, 2.44456)  -0.354
C (-4.52423, 1.64915, 3.09387)  0.540
O (-5.63640, 2.07130, 3.14347)  -0.542
O (-4.11742, 0.48778, 3.65507)  -0.372
H (-2.18731, -0.34194, 3.74102)  -0.057
H (-3.04737, -0.66050, 2.27650)  0.081
H (-1.91635, 1.32798, 1.51358)  -0.043
H (-1.62782, 1.93992, 3.15955)  0.179
C (-1.38157, -3.41404, 4.98017)  -0.380
C (-1.72034, -3.55246, 3.49372)  -0.372
O (-0.90490, -2.57462, 2.88046)  -0.130
C (-0.02801, -2.05514, 3.75497)  0.630
O (0.85207, -1.30945, 3.46827)  -0.491
O (-0.21373, -2.58473, 4.98266)  -0.426
H (-1.03256, -4.37411, 5.36309)  0.299
H (-2.18272, -3.04829, 5.61812)  0.277
H (-2.78653, -3.39864, 3.32694)  0.313
H (-1.49062, -4.55478, 3.13278)  0.315
C (-4.27729, -5.71052, -1.86356)  -0.119
C (-4.46383, -4.61955, -2.97238)  -0.207
O (-5.88488, -4.46170, -3.01830)  -0.347
C (-6.46858, -5.28040, -2.13243)  0.662
O (-7.62451, -5.22531, -1.84249)  -0.531
O (-5.59905, -6.15737, -1.63649)  -0.343
H (-3.84000, -5.21440, -0.99828)  0.152
H (-3.63216, -6.48967, -2.25446)  0.304
H (-4.09418, -5.00291, -3.92520)  0.248
H (-3.96634, -3.66633, -2.81885)  0.168
C (3.73820, -2.18002, 0.77185)  -0.435
C (4.26759, -1.25603, -0.32723)  0.637
O (3.74488, -1.85119, -1.50537)  -0.374
C (2.74614, -2.70847, -1.17654)  0.713
O (2.06358, -3.28337, -1.95547)  -0.545
O (2.60222, -2.77854, 0.15688)  -0.413
H (3.50866, -1.70092, 1.72048)  0.279
H (4.47855, -2.94691, 1.02250)  0.329
H (5.34933, -1.22683, -0.41438)  0.406
H (3.86147, -0.26544, -0.11562)  -0.549
C (-0.87528, 5.89360, 1.55467)  -0.356
C (-0.64361, 4.48976, 1.05664)  0.039
O (0.24344, 4.63739, -0.03267)  -0.238
C (0.36430, 5.97556, -0.34277)  0.525
O (1.03784, 6.37634, -1.22668)  -0.498
O (-0.40385, 6.69070, 0.46762)  -0.350
H (-0.30184, 6.19274, 2.43533)  0.258
H (-1.92242, 6.12461, 1.73897)  0.286
H (-1.58139, 4.09603, 0.64339)  0.150
H (-0.35602, 3.74230, 1.79524)  0.179
C (1.07613, 0.49047, -0.05984)  -0.217
C (0.20869, -0.73542, 0.24676)  1.014
C (-0.90102, -0.85352, -0.77929)  -0.223
C (-1.99198, -1.79130, -0.54516)  -0.156
N (-2.84041, -2.54772, -0.39107)  -0.519
H (0.58075, 1.35765, 0.38236)  0.250
H (1.28325, 0.65497, -1.11773)  -0.173
H (2.05918, 0.37588, 0.40015)  -0.182
H (-0.21056, -0.70229, 1.25227)  -0.655
H (0.83506, -1.63033, 0.25750)  0.180
H (-0.42062, -1.23136, -1.68956)  0.237
H (-1.31514, 0.14172, -0.96214)  0.442
C (4.21085, 2.59108, 0.81321)  -0.722
S (4.63097, 2.89544, -0.94050)  0.308
O (4.26378, 1.68235, -1.76667)  -0.432
C (3.21107, 4.00695, -1.24462)  -0.673
H (4.40818, 3.48459, 1.40683)  0.445
H (4.85338, 1.80495, 1.21063)  0.366
H (3.16830, 2.29642, 0.93279)  0.013
H (3.40408, 4.93414, -0.70558)  0.424
H (2.27103, 3.55734, -0.93018)  -0.022
H (3.09097, 4.22100, -2.30451)  0.388
C (1.68952, 0.65932, -3.77968)  -0.693
S (2.15371, 0.87687, -5.52253)  0.433
O (1.10678, 1.74541, -6.14309)  -0.636
C (3.56865, 1.91825, -5.08652)  -0.630
H (1.56328, 1.65925, -3.35726)  0.200
H (2.43243, 0.06253, -3.25261)  0.254
H (0.70545, 0.21643, -3.60936)  0.288
H (3.98205, 2.30609, -6.01771)  0.413
H (4.32280, 1.26768, -4.64599)  0.308
H (3.22766, 2.72301, -4.44258)  0.004

Computed properties:
HOMO level = -8.74 eV
Electronic energy = -82449.396 eV
LUMO = -0.14 eV
Frontier orbital gap = 8.6032 eV

---

[2]
Below is one molecule with the formula C29H46BrN5O5P2S in a non-equilibrium geometry, with properties calculated with wB97M-V/def2-TZVPD.

Each line ends with the Mulliken charge.
Geometry (Å):
C (-5.72364, 0.34851, 3.98209)  -1.426
C (-5.94489, -0.49960, 2.73544)  -0.071
O (-5.09422, -0.09431, 1.64622)  -0.221
P (-5.87003, 0.58274, 0.40148)  0.941
O (-6.95983, 1.43309, 0.90682)  -0.822
C (-4.66132, 1.68525, -0.42211)  -0.682
C (-4.12315, 1.20203, -1.81096)  -0.757
C (-2.64214, 0.84966, -1.68512)  0.939
C (-2.21646, -0.46592, -1.76509)  0.386
C (-3.18487, -1.61831, -2.02788)  -0.619
C (-3.83737, -1.46351, -3.40702)  -0.112
N (-3.11539, -1.35256, -4.44709)  -0.617
C (-0.89197, -0.81027, -1.61265)  -0.778
C (0.08413, 0.13489, -1.37879)  -1.860
C (-0.32428, 1.45296, -1.34118)  1.037
C (-1.65087, 1.83559, -1.48784)  0.858
P (-1.89359, 3.67888, -1.40793)  0.281
O (-2.83760, 4.01594, -0.08977)  -0.505
Br (-3.18686, 4.28652, -3.16197)  -0.301
S (0.96087, 2.67892, -1.05319)  -0.392
C (2.03849, 1.73395, 0.02695)  1.970
C (2.70395, 2.38563, 1.03974)  -0.894
C (3.52260, 1.69128, 1.90909)  0.950
C (4.21790, 2.42415, 3.03947)  -1.539
C (5.77241, 2.40360, 2.94354)  -0.807
C (6.38040, 1.13404, 3.63216)  -0.571
C (7.29883, 0.35247, 2.64070)  -0.616
N (6.97474, -1.08264, 2.49466)  -0.738
C (3.64726, 0.33042, 1.67631)  -0.613
C (2.97662, -0.31978, 0.66428)  0.172
C (3.18800, -1.81673, 0.52286)  -0.977
C (1.88305, -2.61567, 0.84954)  -0.322
N (2.23248, -3.69706, 1.79379)  -0.729
C (2.13931, 0.37374, -0.19357)  -2.185
N (1.42422, -0.31674, -1.21543)  1.191
C (2.15743, -0.44871, -2.51452)  -1.374
C (3.48229, 0.29386, -2.63452)  1.037
O (4.53238, -0.39086, -1.97377)  -0.460
C (3.84790, 0.30016, -4.17256)  -1.028
N (4.14501, -1.08684, -4.58845)  -0.466
O (-6.53528, -0.49395, -0.62492)  -0.388
C (-6.36259, -1.88727, -0.30695)  -0.148
C (-7.55781, -2.45960, 0.50555)  -1.324
H (-4.65915, 0.43109, 4.23021)  0.308
H (-6.21050, -0.14654, 4.83408)  0.406
H (-6.17454, 1.34265, 3.89825)  0.318
H (-7.00750, -0.55056, 2.49155)  0.274
H (-5.63748, -1.52249, 3.00261)  0.321
H (-5.18068, 2.63735, -0.56437)  0.313
H (-3.86797, 1.87090, 0.30166)  0.316
H (-4.29665, 1.92954, -2.60433)  0.346
H (-4.67530, 0.29798, -2.08319)  0.190
H (-2.60933, -2.55015, -2.09092)  0.662
H (-3.92840, -1.73768, -1.23627)  -0.594
H (-4.93739, -1.49239, -3.46699)  0.401
H (-3.75330, -1.28035, -5.24340)  0.277
H (-0.61084, -1.85962, -1.66993)  0.364
H (-2.44218, 3.65236, 0.71474)  0.341
H (2.54518, 3.46116, 1.12739)  0.326
H (3.94363, 1.90716, 3.97029)  0.455
H (3.84761, 3.45479, 3.07844)  0.377
H (6.11760, 3.26637, 3.52975)  0.389
H (6.08654, 2.52665, 1.90399)  0.482
H (5.57118, 0.47565, 3.97399)  0.333
H (6.92715, 1.43452, 4.53297)  0.497
H (8.32841, 0.43587, 3.01714)  0.324
H (7.28228, 0.77108, 1.62984)  0.291
H (6.34955, -1.21718, 1.70658)  0.310
H (6.46250, -1.40018, 3.31121)  0.311
H (4.31119, -0.21977, 2.34102)  0.394
H (3.49228, -2.05454, -0.50414)  0.155
H (4.03659, -2.11959, 1.14779)  0.523
H (1.50712, -3.01327, -0.09745)  0.339
H (1.17154, -1.89144, 1.27788)  0.232
H (2.43828, -3.24388, 2.67701)  0.231
H (1.43132, -4.31344, 1.87548)  0.251
H (2.38931, -1.51793, -2.65084)  0.354
H (1.45643, -0.19551, -3.32077)  0.485
H (3.43894, 1.35838, -2.36040)  -0.075
H (5.35427, -0.23708, -2.44947)  0.364
H (4.76684, 0.88142, -4.30909)  0.492
H (2.98727, 0.68996, -4.73310)  0.364
H (4.80380, -1.07915, -5.35575)  0.230
H (3.29523, -1.56367, -4.85998)  0.179
H (-6.38190, -2.41961, -1.26850)  0.450
H (-5.40005, -2.13506, 0.15042)  0.297
H (-8.17209, -3.12272, -0.11127)  0.328
H (-8.17420, -1.60068, 0.79268)  0.359
H (-7.21874, -3.02832, 1.37580)  0.286

Computed properties:
HOMO level = -7.94 eV
SMILES string = [H]/N=C/Cc1cc2c(c(P(O)Br)c1CCP(=O)(OCC)OCC)Sc1cc(CCCCN)cc(CCN)c1N2C[C@@H](O)CN
Electronic energy = -147964.047 eV
LUMO = 0.09 eV
Frontier orbital gap = 8.0311 eV

---

[3]
Below is C33H39BHgN4O2P2 as an isolated structure in a non-equilibrium geometry, with properties calculated with wB97M-V/def2-TZVPD.

Each line ends with the Mulliken charge.
Geometry (Å):
Hg (-2.99812, -1.78421, 1.39753)  0.618
C (-5.00259, -3.11055, 1.48612)  -0.207
C (-4.46838, -3.25893, 0.20000)  -0.859
C (-4.88882, -2.46334, -1.00412)  -0.482
C (-5.24544, -0.98997, -0.65922)  -1.160
C (-4.28091, -0.31377, 0.30008)  -0.169
C (-4.48383, -0.24835, 1.70667)  -0.250
C (-5.75462, -0.76594, 2.33055)  -1.055
C (-6.14263, -2.20777, 1.89443)  -0.824
C (3.28646, 2.86337, 1.41474)  -0.577
H (-4.80525, -3.90407, 2.21774)  0.430
H (-3.86907, -4.15372, -0.01897)  0.474
H (-5.72652, -2.93576, -1.55789)  0.375
H (-4.04592, -2.45393, -1.72076)  0.262
H (-5.23782, -0.41906, -1.60624)  0.456
H (-6.28270, -0.93435, -0.28592)  0.298
H (-3.71209, 0.49772, -0.16045)  0.244
H (-3.99057, 0.55676, 2.26564)  0.666
H (-6.60741, -0.09845, 2.09807)  0.303
H (-5.63991, -0.74895, 3.43124)  0.437
H (-6.62138, -2.66482, 2.77958)  0.373
H (-6.92518, -2.15695, 1.11636)  0.345
H (3.56825, 3.39126, 2.33514)  0.364
H (2.37639, 2.28801, 1.61460)  0.128
H (3.07459, 3.60875, 0.64378)  0.121
P (0.09460, 1.71715, -0.39136)  0.655
P (1.08984, -0.98760, -0.80421)  -0.331
N (-0.98373, 2.65048, 0.63568)  0.549
N (0.26512, 2.98836, -1.59830)  0.464
N (0.13963, -1.86757, 0.49264)  0.405
N (1.72363, -2.42210, -1.56241)  0.510
C (-1.11925, 0.64841, -1.26251)  0.002
C (-0.41903, -0.62005, -1.81546)  -0.977
C (-0.72851, 2.90624, 1.99151)  -0.550
C (-1.74150, 3.70167, 2.49591)  -0.616
C (-2.67172, 3.93576, 1.43159)  -0.806
C (-2.19792, 3.26746, 0.31513)  -0.396
C (1.00630, 4.15575, -1.34783)  -0.690
C (1.21129, 4.81963, -2.54189)  -0.843
C (0.57508, 4.05332, -3.57538)  -0.673
C (0.02051, 2.94015, -2.97392)  -0.350
C (0.57476, -1.89241, 1.81634)  -0.498
C (-0.25091, -2.67719, 2.57500)  -1.074
C (-1.30787, -3.18947, 1.71428)  -0.368
C (-0.99608, -2.66670, 0.40441)  -0.951
C (1.15453, -3.65803, -1.89564)  -0.137
C (2.11647, -4.43658, -2.52837)  -0.677
C (3.31794, -3.65431, -2.60314)  -0.562
C (3.05942, -2.43226, -2.00809)  -0.495
H (-1.66575, 1.17733, -2.06127)  1.039
H (-1.86069, 0.38325, -0.49047)  -1.195
H (-1.11299, -1.47713, -1.84783)  0.333
H (-0.06974, -0.44968, -2.84955)  0.483
H (0.16091, 2.48915, 2.43970)  0.398
H (-1.81226, 4.09424, 3.50021)  0.441
H (-3.56421, 4.54470, 1.48681)  0.457
H (-2.62393, 3.19197, -0.67301)  0.493
H (1.30444, 4.39001, -0.33442)  0.647
H (1.75448, 5.74621, -2.65548)  0.432
H (0.53178, 4.29006, -4.62876)  0.434
H (-0.54401, 2.11760, -3.38912)  0.399
H (1.51172, -1.41383, 2.06168)  0.520
H (-0.14479, -2.91862, 3.62662)  0.444
H (-1.84341, -4.12672, 1.87110)  0.633
H (-1.30122, -3.07990, -0.55343)  0.593
H (0.12794, -3.88801, -1.66296)  0.279
H (1.98521, -5.44536, -2.89065)  0.443
H (4.25660, -3.95753, -3.04052)  0.438
H (3.67117, -1.55868, -1.84249)  0.430
O (4.97624, 1.90409, -0.32417)  -0.581
B (4.42477, 1.93450, 0.97073)  0.798
O (5.13075, 1.07606, 1.83024)  -0.587
C (6.19164, 0.60055, 1.09290)  0.576
C (7.38586, 0.13235, 1.59651)  -0.752
C (8.52163, 0.24863, 0.78118)  -0.448
C (8.43164, 0.75573, -0.51431)  -0.410
C (7.20457, 1.17072, -1.05209)  -0.832
C (6.10055, 1.11693, -0.23153)  0.623
H (7.43182, -0.26921, 2.60729)  0.420
H (9.48797, -0.06340, 1.18037)  0.356
H (9.32830, 0.84152, -1.12654)  0.361
H (7.11387, 1.56940, -2.05945)  0.434

Computed properties:
HOMO level (alpha / beta) = -4.93 / -4.93 eV
Electronic energy = -68334.618 eV
LUMO (alpha / beta) = 0.53 / 0.53 eV
Frontier orbital gap (alpha / beta) = 5.4542 / 5.4533 eV

---

Question: Which of these has the highest electronic energy?
Answer: C33H39BHgN4O2P2

---

Question: Which of these has the highest electronic energy?
Answer: C33H39BHgN4O2P2